Entry 1:
{
  "formula": "C53H68BCsGeN7O4P2S2Si3Te",
  "method": "ωB97M-V with the def2-TZVPD basis set",
  "mol_weight_g_mol": 1421.44,
  "total_charge": -2,
  "s2": 0.7529,
  "spin_multiplicity": 2,
  "e_homo_ev": [-2.579, -2.579],
  "orbital_gap_ev": [5.8, 5.7],
  "e_above_lowest_kcal_mol": 6.6,
  "symbols": ["H", "Si", "H", "C", "C", "H", "C", "H", "N", "B", "H", "Si", "C", "H", "C", "C", "C", "H", "H", "H", "H", "H", "C", "C", "N", "H", "H", "C", "C", "H", "O", "H", "C", "H", "H", "H", "C", "H", "C", "H", "H", "N", "C", "S", "Si", "C", "H", "C", "C", "C", "C", "N", "H", "H", "H", "C", "Ge", "C", "C", "C", "H", "C", "C", "H", "C", "H", "P", "O", "C", "C", "C", "H", "C", "H", "H", "Te", "N", "H", "C", "H", "H", "H", "H", "C", "H", "H", "C", "H", "H", "N", "H", "P", "C", "C", "H", "C", "S", "H", "C", "C", "H", "H", "H", "C", "C", "H", "C", "C", "H", "H", "H", "C", "C", "H", "H", "H", "Cs", "O", "C", "C", "O", "H", "C", "C", "H", "C", "H", "C", "N", "H", "H", "H", "H", "H", "H", "H", "H", "H", "H", "C", "H", "H", "C"],
  "coordinates": [[0.065, -1.536, 5.808], [1.165, 5.757, 0.636], [-2.489, 1.807, -1.361], [-1.177, -1.637, -2.342], [-3.747, 3.594, 1.951], [-3.473, 2.630, 1.517], [-4.910, -4.007, -1.866], [1.949, 4.225, -4.789], [-3.197, -8.445, 0.941], [4.863, -0.212, -4.811], [-3.224, -0.161, 1.483], [-2.239, 4.715, 2.123], [1.500, -1.654, 4.215], [0.379, 7.531, -0.942], [1.147, 2.094, 2.792], [2.943, -5.539, 0.747], [-0.151, 1.486, 3.251], [-4.499, 4.059, 1.307], [-0.146, 3.270, -3.192], [2.713, -1.916, 2.464], [-4.205, 3.413, 2.929], [-2.632, 0.631, -4.422], [-3.049, 5.723, -1.877], [3.472, 1.925, -4.202], [4.624, 1.314, -4.551], [6.001, -0.320, -5.212], [3.122, -3.160, -1.557], [3.735, -2.455, -2.088], [-1.602, -6.626, -0.506], [-2.127, 3.897, 4.478], [-0.745, 1.132, 6.862], [-3.531, 5.704, -2.861], [5.207, -1.984, -0.104], [-1.078, -8.371, -1.670], [4.315, -7.188, 0.855], [-3.834, 2.837, -0.862], [-5.073, -3.602, 0.492], [0.594, -2.749, -2.813], [3.659, -1.960, -3.337], [1.597, 8.167, 0.175], [1.560, 2.102, 5.061], [-1.108, 1.058, 2.359], [-1.477, 4.502, 3.839], [1.957, 1.244, -3.830], [-1.931, 4.209, -1.688], [-0.899, -0.546, -4.909], [-3.613, 6.647, 2.866], [-3.138, -7.148, 1.255], [1.626, 5.787, 2.453], [-0.001, -1.495, -4.450], [-3.650, -3.422, -1.883], [4.797, -1.804, -1.476], [-0.493, 4.029, 3.832], [0.831, -1.787, -5.078], [-6.606, -4.562, -0.670], [-1.659, -7.975, -0.845], [-0.712, 4.335, 0.344], [-3.053, 2.706, -1.616], [0.720, 7.513, 0.097], [-0.139, -2.036, -3.177], [-2.062, 7.207, 2.224], [-0.361, -3.655, -0.345], [-0.050, 1.454, 5.910], [4.049, -0.615, -5.617], [-0.516, -2.870, 2.744], [-3.745, -6.834, 2.100], [-1.370, -2.239, -0.607], [1.158, 1.923, 6.020], [-2.101, 0.603, 3.088], [3.333, -6.819, 1.128], [-3.351, 0.001, 2.553], [1.799, 4.778, 2.838], [-2.369, -6.216, 0.576], [2.195, 4.070, -3.055], [3.618, -4.918, 0.168], [-0.432, -5.268, -1.637], [-1.839, 0.745, 4.407], [6.215, -1.589, -0.003], [-2.065, -0.666, -2.813], [-3.096, -3.363, -2.811], [-5.328, -4.401, -2.785], [-1.294, -3.346, 2.156], [-0.257, 5.036, -3.316], [0.820, -5.864, 1.805], [-3.836, 5.728, -1.118], [-3.358, 6.739, 1.113], [-2.458, -8.829, -0.100], [-2.360, -5.176, 0.881], [-0.765, -0.104, -5.888], [3.717, 3.265, -4.218], [-3.536, 2.537, -2.584], [1.208, -3.358, 0.499], [-3.815, -3.018, 0.469], [0.738, -2.696, 2.165], [2.755, -8.625, 2.132], [-3.079, -2.921, -0.714], [6.703, 0.070, -2.033], [2.517, 5.418, -1.416], [-0.754, -2.465, 4.048], [0.256, -1.863, 4.792], [-1.731, -2.623, 4.493], [6.596, 1.986, -4.999], [-5.621, -3.670, 1.425], [1.685, -5.049, 1.077], [-0.841, 4.116, -3.207], [-0.164, -5.492, 2.060], [-2.879, 6.497, 2.064], [2.459, -7.623, 1.842], [3.536, 5.801, -0.027], [-3.381, -2.640, 1.387], [5.458, 4.482, -4.610], [2.663, 5.226, -0.352], [5.587, 2.274, -4.765], [-2.385, 0.445, 5.196], [4.543, -1.448, 0.578], [2.282, -1.156, 4.775], [0.985, 0.347, -0.086], [1.279, 2.287, 1.572], [1.734, -2.068, 2.910], [-0.587, 1.280, 4.539], [1.993, 2.377, 3.689], [-2.879, -0.338, -2.174], [5.367, -0.927, -2.357], [-1.936, -0.128, -4.083], [2.556, 6.353, 2.579], [2.701, 4.262, -3.998], [5.186, -3.042, 0.156], [5.038, 3.491, -4.572], [4.656, -1.024, -3.505], [-2.500, -9.885, -0.353], [2.887, 4.165, -0.217], [3.172, 5.244, -3.977], [-4.215, 0.650, 2.715], [-3.552, -0.963, 3.027], [-1.467, 4.012, -4.101], [-0.074, 7.935, 0.720], [-1.370, 5.484, 4.311], [2.960, -2.159, -4.129], [0.505, -7.769, 2.731], [-5.626, -4.100, -0.681], [-2.488, 6.657, -1.791], [0.856, 6.270, 3.060], [1.198, -7.142, 2.181]],
  "lowdin_charge": [0.102, 0.294, 0.012, -0.430, -0.230, -0.003, -0.087, 0.084, 0.031, -0.497, 0.072, 0.310, -0.076, 0.016, -0.650, -0.108, -0.163, 0.023, -0.015, 0.090, 0.028, 0.095, -0.232, -0.741, -0.008, 0.060, 0.055, -0.078, -0.538, 0.030, 0.050, 0.024, -0.055, 0.085, 0.095, 0.013, -0.102, 0.056, -0.091, 0.023, 0.064, 0.166, -0.201, 0.586, 0.280, -0.116, 0.025, -0.161, -0.207, -0.117, -0.105, -0.129, 0.010, 0.096, 0.092, -0.149, 0.737, -0.220, -0.233, -0.128, 0.012, -1.062, -0.526, 0.065, -0.113, 0.097, 0.815, 0.107, -0.379, -0.097, -0.008, 0.015, -0.135, 0.043, 0.076, 1.244, 0.177, 0.038, -0.133, 0.095, 0.097, 0.067, 0.023, -0.102, 0.010, 0.007, -0.185, 0.066, 0.099, -0.136, 0.031, 0.860, -0.135, -0.403, 0.091, -0.378, 0.497, 0.001, -0.088, -0.094, 0.100, 0.105, 0.096, -0.395, -0.230, 0.089, -0.233, -0.105, 0.033, 0.070, 0.101, -0.208, -0.098, 0.163, 0.079, 0.109, 0.794, -0.370, -0.114, -0.130, -0.001, 0.094, -0.773, -0.091, 0.032, -0.078, 0.076, -0.069, -0.013, 0.091, 0.037, 0.087, 0.073, 0.070, 0.033, 0.009, 0.027, 0.095, 0.100, -0.107, 0.018, 0.019, -0.082]
}

---

Entry 2:
{
  "formula": "C53H68O5P2SSiTa",
  "method": "ωB97M-V with the def2-TZVPD basis set",
  "mol_weight_g_mol": 1088.17,
  "total_charge": 3,
  "e_homo_ev": -15.640,
  "orbital_gap_ev": 7.0,
  "e_above_lowest_kcal_mol": 36.8,
  "symbols": ["H", "C", "C", "C", "C", "H", "C", "H", "C", "C", "H", "C", "H", "O", "H", "C", "H", "S", "C", "C", "H", "H", "C", "C", "H", "H", "H", "C", "C", "C", "C", "C", "H", "C", "H", "C", "Ta", "H", "C", "H", "C", "C", "H", "H", "O", "C", "H", "H", "C", "P", "C", "H", "H", "C", "H", "O", "H", "C", "C", "H", "H", "H", "H", "C", "Si", "C", "H", "C", "H", "H", "H", "H", "C", "C", "H", "C", "C", "H", "H", "H", "H", "O", "H", "H", "H", "H", "C", "C", "C", "C", "C", "P", "C", "H", "C", "H", "H", "C", "H", "C", "C", "H", "H", "H", "H", "H", "C", "C", "C", "H", "H", "H", "H", "H", "O", "H", "H", "H", "H", "C", "H", "H", "C", "H", "C", "H", "C", "H", "H", "H", "H"],
  "coordinates": [[-3.124, 3.645, 0.568], [-4.341, 1.335, -0.682], [-2.893, 0.677, 5.253], [2.048, 1.609, -3.071], [1.701, 0.027, -6.060], [1.548, 3.083, 7.183], [1.386, -3.525, -3.300], [-0.320, -1.092, -8.526], [1.120, 2.481, -2.502], [-2.446, 0.453, -2.496], [-3.649, 0.275, 5.925], [3.866, -5.010, -2.036], [-2.576, 4.873, -0.583], [0.405, -0.432, -2.344], [-0.412, -0.545, 3.302], [-4.495, 1.622, -2.032], [-2.070, 6.381, 2.868], [0.397, 1.046, 0.735], [-3.238, 0.624, -0.238], [-2.253, 4.184, 0.196], [1.827, 0.209, 3.985], [-1.670, -4.837, -3.928], [-0.662, 4.366, 6.248], [1.388, -1.660, 3.012], [-1.566, -1.966, -6.578], [-5.118, -0.159, 3.955], [-2.305, 1.406, 5.808], [-4.407, 2.517, 4.459], [-1.156, -4.527, 0.957], [-0.423, -5.594, 0.142], [3.296, 2.079, -3.484], [1.134, -3.674, 1.674], [1.600, -4.552, 1.253], [-3.544, 1.175, -2.938], [-0.731, -1.571, -4.302], [1.050, 2.533, 6.387], [-0.307, -0.752, -0.416], [2.978, -3.008, 2.515], [-0.650, -1.411, -6.432], [-5.177, 2.217, 5.168], [-0.183, -1.184, -5.149], [3.749, -3.702, -1.568], [0.731, 4.503, -1.915], [2.934, 5.333, -2.648], [-1.062, 4.005, 2.301], [3.605, 3.421, -3.342], [3.508, -0.610, -1.970], [-1.964, -3.375, -0.721], [-0.640, -4.547, -4.090], [1.576, -0.106, -3.303], [2.686, 4.287, -2.766], [-0.659, 6.437, 0.055], [-1.594, -5.031, 1.828], [1.447, 3.818, -2.349], [-2.958, -3.287, 0.753], [-2.545, 1.818, 3.097], [-1.245, 4.989, 5.565], [2.963, -1.153, -2.748], [5.899, -3.874, -0.511], [1.906, 4.943, 5.330], [3.654, -1.358, -3.567], [-2.954, -4.745, -0.213], [-1.144, -6.272, -0.311], [1.230, -0.211, -7.340], [-1.368, 2.845, 3.287], [0.325, 3.506, 5.475], [0.228, -6.197, 0.773], [1.289, 4.348, 4.659], [3.259, -0.771, 3.599], [4.653, -2.133, -0.398], [4.030, 1.402, -3.906], [1.778, 0.163, -8.193], [0.058, -3.884, -3.094], [2.220, -0.806, 3.923], [-5.079, 1.675, 0.033], [-2.322, -3.939, 0.154], [0.052, -0.923, -7.526], [0.378, 5.041, 0.430], [1.941, 3.712, 4.059], [-1.554, 3.462, -0.232], [-3.416, 5.309, 2.424], [-0.479, 2.661, 4.560], [5.110, -6.746, -2.129], [-3.646, 1.392, -3.992], [-0.126, 5.021, 6.933], [-0.556, -5.369, -6.065], [-3.569, 1.316, 4.052], [5.011, -5.737, -1.753], [-2.563, 5.872, 2.040], [-4.390, 0.296, 3.284], [0.995, -0.464, -4.962], [2.319, -2.716, -2.000], [-0.367, 5.729, 0.830], [2.205, -1.235, 4.927], [2.021, -3.840, -4.503], [3.073, -5.457, -2.620], [-3.128, 0.424, 0.821], [1.923, -2.793, 2.393], [1.803, -4.739, -6.433], [-0.011, -4.846, -5.290], [-2.269, 0.170, -1.138], [-3.778, 3.275, 4.936], [4.559, 3.798, -3.684], [-3.748, -0.494, 2.893], [6.935, -5.727, -0.811], [-2.240, -0.140, 4.945], [-0.236, -3.468, 1.525], [4.760, -3.139, -0.788], [-0.765, -2.274, 2.063], [-4.894, 2.962, 3.590], [-0.410, -3.659, -2.142], [-2.937, 6.630, 1.354], [6.694, -3.436, 0.077], [0.348, 1.834, 6.840], [1.465, -2.360, -0.795], [-4.933, 0.763, 2.463], [3.069, -3.597, -4.638], [0.179, -5.147, -0.652], [0.148, 2.112, -2.200], [0.042, -1.402, 2.817], [1.802, 1.969, 5.836], [-1.343, 3.747, 6.833], [1.317, -4.493, -5.500], [2.607, 0.603, -5.915], [-1.586, 4.960, 1.318], [0.748, 5.020, 3.994], [6.031, -5.166, -1.005], [-1.713, 0.138, -3.226], [-5.346, 2.194, -2.374], [0.084, 6.288, 1.649], [-1.841, -2.138, 2.114]],
  "lowdin_charge": [0.081, -0.080, -0.008, -0.285, -0.057, 0.108, -0.317, 0.124, -0.090, -0.135, 0.111, -0.063, 0.109, -0.540, 0.094, -0.042, 0.098, 0.252, -0.150, -0.010, 0.063, 0.121, -0.006, -0.276, 0.121, 0.110, 0.077, -0.004, -0.356, -0.052, -0.074, -0.032, 0.117, -0.055, 0.089, -0.007, 1.507, 0.131, -0.046, 0.112, -0.092, -0.287, 0.101, 0.123, -0.085, -0.042, 0.084, 0.051, -0.046, 0.871, -0.032, 0.106, 0.161, -0.052, 0.072, -0.095, 0.089, -0.254, -0.049, 0.110, 0.093, 0.096, 0.094, -0.039, 0.407, -0.585, 0.090, -0.009, 0.090, 0.109, 0.113, 0.123, -0.099, -0.022, 0.110, -0.057, -0.030, 0.079, 0.098, 0.073, 0.090, -0.086, 0.122, 0.117, 0.109, 0.124, -0.581, -0.039, -0.001, -0.012, -0.275, 0.798, -0.009, 0.104, -0.078, 0.109, 0.060, 0.008, 0.124, -0.037, -0.301, 0.089, 0.123, 0.076, 0.124, 0.089, -0.222, -0.078, -0.114, 0.098, 0.066, 0.109, 0.119, 0.095, -0.444, 0.085, 0.122, 0.060, 0.077, -0.113, 0.082, 0.096, -0.036, 0.109, -0.586, 0.078, -0.032, 0.062, 0.121, 0.095, 0.102]
}

---

| no. | total energy (Eh) |
| --- | --- |
| 1 | -7482.52255 |
| 2 | -3863.41849 |